Density functional theory data (wB97M-V/def2-TZVPD) for 3 unconnected molecules or ions with the total composition C32H32F5O13PS.

Structure (XYZ):
```
84
Properties=species:S:1:pos:R:3:forces:R:3
C -0.0107 -1.3945 6.4164 -9.2 -3.5 3.1
C -1.2754 -1.8267 6.9175 7.8 3.1 -4.2
C -2.8675 -2.1869 7.1840 0.3 0.2 -0.1
C -3.9146 -1.2073 6.3634 0.2 -0.3 -1.0
C -3.8232 -1.5130 4.7534 0.1 1.0 -0.4
C -4.4232 -0.2392 3.9056 -1.1 2.1 -2.1
C -5.4102 0.9095 4.6064 0.3 0.8 -3.2
C -6.0298 2.2075 3.7930 3.0 -3.0 -2.7
C -5.5969 2.3706 2.2197 1.3 -3.2 1.8
C -4.6335 1.2374 1.5308 -0.3 -0.2 1.5
C -4.0245 -0.1026 2.2869 -2.3 2.7 2.1
C -3.0980 -1.2119 1.5059 1.0 -4.4 0.2
O -2.9836 -2.5074 1.8083 -0.8 8.0 -1.3
C -2.2330 -0.6506 0.1996 0.9 2.1 -2.6
C -0.8591 -1.3474 -0.3818 -1.3 2.2 -0.8
C -0.0234 -0.7249 -1.6904 -3.9 2.6 2.3
S 1.4850 -1.6868 -2.2416 -4.1 -8.4 -1.6
O 1.5788 -2.9860 -1.3496 0.2 5.6 -2.1
O 1.2219 -2.2173 -3.6942 1.6 3.5 4.5
C 3.1202 -0.7999 -2.0338 4.7 0.4 0.6
F 3.5975 -0.3508 -3.3709 -1.5 -0.9 4.8
F 3.1455 0.2449 -0.9850 -0.1 -3.3 -4.0
F 4.1110 -1.8506 -1.5891 -3.3 3.8 -1.6
C -0.5864 0.6485 -2.4218 -1.7 -1.3 3.0
C 0.1752 1.3302 -3.7031 -0.3 -1.1 0.4
C 1.4153 2.3328 -3.3266 -0.4 -0.2 -1.0
P 0.9532 3.8256 -2.2299 1.9 5.4 -1.3
O 1.7311 5.0923 -2.8549 -2.5 -4.9 2.6
O 1.3738 3.5064 -0.5706 0.1 0.1 -3.3
C 2.8187 3.6257 -0.3225 2.1 0.2 1.7
C 2.9704 4.6189 1.0141 -0.6 -1.4 -0.1
O -0.7403 4.2594 -2.2560 2.7 -1.3 1.8
C -1.1710 4.8860 -0.9959 -0.9 1.6 2.1
C -0.3754 6.2745 -0.6100 -0.2 0.5 0.6
C -1.9623 1.3059 -1.8081 0.4 -2.4 1.2
C -2.8189 0.6922 -0.5359 3.4 -1.5 -1.3
C -4.2270 1.4378 -0.0497 -2.2 1.7 -3.1
O -4.9476 2.1059 -0.9622 4.4 -3.8 5.8
H 1.0234 -1.2496 5.8875 -2.6 -0.4 1.6
H -3.0280 -3.3111 6.8417 0.5 2.4 0.8
H -3.1406 -2.0916 8.3184 0.9 -0.3 -2.1
H -5.0511 -1.3989 6.6742 2.7 0.3 -0.3
H -3.6348 -0.0819 6.5208 -0.5 -2.2 -0.1
H -2.6945 -1.6537 4.3991 -2.4 0.3 0.9
H -4.4030 -2.4842 4.4486 1.1 1.9 0.6
H -5.7247 0.8263 5.7514 0.9 0.0 -2.8
H -6.7527 3.0161 4.2565 1.7 -2.0 -0.9
H -5.9559 3.2694 1.5237 0.9 -2.3 1.8
H -0.5096 -2.3426 0.1774 -0.7 2.5 -1.6
H -0.6730 1.8768 -4.3416 2.1 -1.1 1.4
H 0.6546 0.4281 -4.3209 -1.3 2.0 1.2
H 2.3463 1.8179 -2.8394 -2.0 0.9 -0.7
H 1.8006 2.7864 -4.3613 -0.9 -0.7 2.5
H 3.4540 3.9876 -1.2360 -1.6 -0.4 1.6
H 3.3074 2.5932 0.0243 -1.5 2.0 -1.0
H 2.8763 3.8796 1.9451 0.3 1.8 -1.9
H 4.0022 5.1686 1.0616 -2.1 -1.0 -0.2
H 2.0329 5.3190 1.0372 2.1 -1.1 -0.1
H -1.0941 4.1795 -0.0500 0.0 1.1 -2.2
H -2.3240 5.1847 -1.0712 2.6 -0.9 -0.3
H -0.6272 7.1760 -1.3235 0.5 -2.0 1.2
H -0.7354 6.6037 0.4760 0.6 -0.8 -2.3
H 0.7885 6.1710 -0.5463 -2.3 0.0 -0.4
H -2.4337 2.2754 -2.3184 1.3 -2.4 1.2
O 10.0302 -2.3361 -4.7271 -2.9 0.6 0.5
C 8.8508 -2.1045 -4.5191 3.4 -0.4 -0.6
O 8.3978 -1.1125 -3.6932 0.5 -0.8 -0.5
C 6.9910 -1.0912 -3.8291 -0.5 1.0 0.7
C 6.6913 -2.4711 -4.3065 -0.7 -0.3 -0.5
F 5.6097 -2.4765 -5.1174 -0.2 -0.2 0.0
O 7.8242 -2.8072 -5.0750 0.4 0.3 0.7
H 6.7081 -0.3212 -4.5547 -0.1 -0.3 -0.1
H 6.5082 -0.8675 -2.8740 0.3 0.0 -0.1
H 6.5597 -3.2049 -3.5042 -0.1 0.0 -0.2
O -3.1520 -5.4248 0.4462 2.5 -0.7 -1.5
C -2.1326 -5.7208 -0.1548 -2.8 1.2 1.6
O -1.5759 -4.9569 -1.1437 -0.7 -0.5 0.7
C -0.3507 -5.5745 -1.4834 0.8 0.6 -0.8
C -0.5673 -6.9835 -1.0483 0.5 -0.5 0.2
F 0.5928 -7.5469 -0.6431 0.1 -0.3 0.0
O -1.4140 -6.8562 0.0714 -0.4 0.5 -0.5
H 0.4652 -5.0845 -0.9416 0.0 -0.3 0.0
H -0.1562 -5.4957 -2.5564 -0.2 0.1 0.2
H -1.0465 -7.6174 -1.8021 0.2 -0.1 0.1
```
Positions in Å, forces in eV/Å.

Values from the calculation:
- 2S+1: 1
- Structure (SMILES): C#CCCCc1cccc2c1C(=O)c1cc(S(=O)(=O)C(F)(F)F)c(CCP(=O)(OCC)OCC)cc1C2=O.O=C1OC[C@@H](F)O1.O=C1OC[C@@H](F)O1

---

Density functional theory data (wB97M-V/def2-TZVPD) for a molecular structure, C53H59Br2N4O3PPbSSi.

Structure (XYZ):
```
125
Properties=species:S:1:pos:R:3:forces:R:3
Pb 0.8114 0.4284 1.5307 -0.2 -0.3 -0.3
N 4.1659 2.8712 3.8748 0.0 0.0 0.0
C 3.1425 2.0002 3.5041 0.0 0.0 0.0
S 1.7635 2.7428 2.7511 0.0 0.0 0.1
N 3.3548 0.7667 3.8150 0.0 0.0 0.0
N 2.3794 -0.1594 3.4547 0.0 0.0 0.1
C 2.5421 -1.2620 4.0967 0.0 0.0 0.0
C 1.7818 -2.4917 4.0770 0.0 0.0 0.1
C 2.1986 -3.4635 4.9994 0.0 0.0 0.0
C 1.5545 -4.6691 5.1673 0.0 0.0 0.0
C 0.4232 -4.9219 4.3773 0.0 0.0 0.0
C -0.0141 -4.0041 3.4595 0.0 0.0 0.0
C 0.6481 -2.7504 3.2381 0.0 -0.1 0.0
O 0.2286 -1.9590 2.3427 0.0 0.3 0.0
H 4.2097 3.6832 3.2791 0.0 0.0 0.0
H 5.0485 2.3855 3.9622 0.0 0.0 0.0
H 3.3802 -1.2607 4.8001 0.0 0.0 0.0
H 3.0691 -3.2364 5.6084 0.0 0.0 0.0
H 1.9073 -5.3939 5.8896 0.0 0.0 0.0
H -0.1133 -5.8589 4.4925 0.0 0.0 0.0
H -0.8833 -4.2025 2.8427 0.0 0.0 0.0
Br -2.1553 5.1499 -0.5085 0.0 0.0 0.0
C -2.3642 4.4226 1.2376 0.0 0.1 0.0
C -3.0196 5.2070 2.1812 0.0 0.0 0.0
C -3.2003 4.7564 3.4598 0.0 0.1 0.0
Br -4.1282 5.8765 4.7025 0.0 0.0 0.0
C -2.7084 3.4914 3.8515 0.0 0.0 0.0
C -2.8231 2.9590 5.1541 0.0 0.0 0.0
C -2.2996 1.7303 5.4384 0.0 0.0 0.0
C -1.6586 1.0189 4.4106 0.0 0.0 0.0
N -1.5488 1.4821 3.1939 0.1 0.0 0.0
C -2.0429 2.6941 2.8831 -0.1 0.1 0.1
C -1.8502 3.1293 1.4890 -0.1 0.1 0.0
O -1.2922 2.4035 0.6355 0.1 -0.1 -0.1
H -3.3888 6.1825 1.8927 0.0 0.0 0.0
H -3.3248 3.5388 5.9187 0.0 0.0 0.0
H -2.3662 1.3105 6.4333 0.0 0.0 0.0
H -1.2214 0.0427 4.5944 0.0 -0.1 0.0
C 2.8284 4.5079 -2.8768 0.0 0.0 0.0
C 3.1663 3.3318 -3.5304 0.0 0.0 0.0
C 3.3066 2.1481 -2.8170 0.1 0.0 0.0
C 3.1173 2.0946 -1.4333 -0.2 0.0 0.0
C 2.7811 3.2975 -0.7989 -0.1 0.0 0.1
C 2.6414 4.4845 -1.5014 0.0 0.0 0.0
Si 3.1189 0.4949 -0.3755 0.3 -0.1 0.1
C 4.7489 0.6150 0.6295 -0.1 0.0 0.0
C 5.6244 1.7009 0.5714 0.0 0.0 0.0
C 6.7613 1.7668 1.3678 0.0 0.0 0.0
C 7.0595 0.7347 2.2453 0.0 0.0 0.0
C 6.2052 -0.3577 2.3213 0.0 0.0 0.0
C 5.0673 -0.4037 1.5338 0.0 0.0 -0.1
C 3.5249 -0.8898 -1.6497 0.0 0.0 0.1
C 4.6829 -1.6707 -1.6040 0.1 0.1 0.0
C 4.9471 -2.6555 -2.5474 0.0 0.0 0.0
C 4.0596 -2.8844 -3.5876 0.0 0.0 0.0
C 2.8965 -2.1291 -3.6535 0.0 0.0 0.0
C 2.6309 -1.1694 -2.6895 -0.2 0.1 0.0
H 2.6932 5.4275 -3.4341 0.0 0.0 0.0
H 3.3201 3.3322 -4.6042 0.0 0.0 0.0
H 3.5905 1.2526 -3.3549 -0.1 -0.1 0.0
H 2.5941 3.3000 0.2714 0.0 0.0 0.0
H 2.3600 5.3871 -0.9725 0.0 0.0 0.0
H 5.4131 2.5143 -0.1123 0.0 0.0 0.0
H 7.4175 2.6280 1.3012 0.0 0.0 0.0
H 7.9422 0.7855 2.8729 0.0 0.0 0.0
H 6.4109 -1.1605 3.0193 0.0 0.0 0.0
H 4.3923 -1.2462 1.6398 0.0 0.0 0.0
H 5.4150 -1.4965 -0.8258 0.0 0.0 0.1
H 5.8580 -3.2392 -2.4711 0.0 0.0 0.0
H 4.2647 -3.6452 -4.3315 0.0 0.0 0.0
H 2.1869 -2.2940 -4.4565 0.0 0.0 0.0
H 1.6938 -0.6245 -2.7443 0.0 0.0 0.0
O -0.2036 -1.4055 -0.8954 0.1 -0.1 0.1
P -1.6676 -1.4112 -1.1885 -0.1 0.1 0.0
C -2.5642 -1.8836 0.3635 0.0 0.0 -0.1
C -2.7315 -0.7189 1.3473 0.1 0.0 0.0
C -4.0434 0.0469 1.2152 0.0 0.0 0.0
C -5.2458 -0.8899 1.2662 0.0 0.0 0.0
C -5.1274 -1.9745 0.1998 0.0 0.0 0.0
C -3.8261 -2.7564 0.3675 0.0 0.0 0.0
C -1.9851 -2.8277 -2.3481 0.0 0.0 0.1
C -0.7837 -3.1121 -3.2637 0.1 0.0 0.0
C -0.9133 -2.5423 -4.6701 0.0 0.0 0.0
C -2.2029 -3.0143 -5.3269 0.0 0.0 0.0
C -3.3918 -2.5269 -4.5120 0.0 0.0 0.0
C -3.3372 -3.0119 -3.0620 0.1 0.0 0.0
C -2.0925 0.2826 -1.7363 0.0 -0.1 0.0
C -0.9322 0.8273 -2.5851 0.0 0.0 0.0
C -1.1118 2.3128 -2.8698 0.1 0.0 0.0
C -2.4644 2.6102 -3.5055 0.0 0.0 0.0
C -3.5929 2.0750 -2.6291 0.0 0.0 0.0
C -3.4338 0.5713 -2.4020 0.0 0.0 0.0
H -1.7343 -2.4835 0.7665 0.0 0.0 0.0
H -1.8951 -0.0264 1.2776 0.0 0.0 0.0
H -2.6722 -1.1403 2.3564 0.0 0.0 0.0
H -4.0635 0.6101 0.2791 0.0 0.0 0.0
H -4.1024 0.7879 2.0157 0.0 0.0 0.0
H -6.1781 -0.3307 1.1444 0.0 0.0 0.0
H -5.2854 -1.3684 2.2518 0.0 0.0 0.0
H -5.1600 -1.5044 -0.7868 0.0 0.0 -0.1
H -5.9808 -2.6587 0.2488 0.0 0.0 0.0
H -3.7628 -3.5696 -0.3562 0.0 0.0 -0.1
H -3.8625 -3.2363 1.3532 0.0 0.0 0.0
H -1.9281 -3.6009 -1.5689 -0.1 0.0 -0.1
H -0.6790 -4.2002 -3.3568 0.0 0.0 0.0
H 0.1217 -2.7517 -2.7722 0.0 0.0 0.0
H -0.0480 -2.8461 -5.2642 0.0 0.0 0.0
H -0.9067 -1.4484 -4.6380 0.0 0.0 0.0
H -2.2068 -4.1102 -5.3695 0.0 0.0 0.0
H -2.2739 -2.6513 -6.3556 0.0 0.0 0.0
H -4.3342 -2.8591 -4.9580 0.0 0.0 0.0
H -3.3994 -1.4371 -4.5484 0.0 0.0 0.0
H -3.5541 -4.0876 -3.0722 0.0 0.0 0.0
H -4.1454 -2.5477 -2.4995 -0.1 0.1 0.1
H -2.0481 0.8298 -0.7831 0.0 0.0 0.0
H -0.8648 0.2670 -3.5270 0.0 0.0 0.0
H 0.0006 0.6676 -2.0453 0.0 0.0 0.0
H -0.2950 2.6688 -3.5035 0.0 0.0 0.0
H -1.0345 2.8433 -1.9197 0.0 0.1 0.1
H -2.5220 2.1321 -4.4925 0.0 0.0 0.0
H -2.5838 3.6852 -3.6610 0.0 0.0 0.0
H -4.5685 2.2862 -3.0781 0.0 0.0 0.0
H -3.5603 2.5873 -1.6620 0.0 0.0 0.0
H -3.4810 0.0670 -3.3689 0.0 0.0 -0.1
H -4.2673 0.1981 -1.8039 0.0 0.0 0.0
```
Positions in Å, forces in eV/Å.

Values from the calculation:
- ΔE to the lowest compared entry with this formula, charge and spin: 2.6 kcal per mole
- 2S+1: 1
- Net charge: -2

---

Density functional theory data (wB97M-V/def2-TZVPD) for a gas-phase ion, C2H8N3O2 (charge +1).

Structure (XYZ):
```
15
Properties=species:S:1:pos:R:3:forces:R:3
C -0.8461 -1.1409 -0.0002 -1.6 -0.6 -2.8
N -0.4941 0.2489 -0.1542 0.8 -0.6 1.1
C -1.5333 1.2623 -0.0033 0.7 1.9 -0.9
N 0.7824 0.4621 -0.1056 1.7 1.6 1.6
O 1.3362 1.5273 0.0097 -1.1 -0.9 -0.6
N 1.6426 -0.7809 0.1298 -3.5 0.5 0.0
O 2.9078 -0.4453 0.0141 -0.1 -1.1 -4.0
H -0.7213 -1.6111 -1.0126 0.3 -0.1 0.8
H -0.3824 -1.7045 0.7796 0.3 0.1 0.6
H -1.9193 -1.1380 0.0513 -0.4 -0.2 0.5
H -1.0911 2.2047 0.2991 0.6 0.1 0.3
H -1.8612 1.5569 -1.0469 -0.7 -0.9 1.4
H -2.1934 1.0212 0.8494 -0.2 -0.3 -1.1
H 1.0981 -1.3677 -0.6047 3.0 0.2 0.8
H 3.2751 -0.0950 0.7945 0.2 0.5 2.3
```
Positions in Å, forces in eV/Å.

Values from the calculation:
- ΔE to the lowest compared entry with this formula, charge and spin: 179.8 kcal per mole
- 2S+1: 1
- Net charge: +1
- Structure (SMILES): CN(C)[N+](=O)NO

---

Density functional theory data (wB97M-V/def2-TZVPD) for a molecular structure, C21H27B3FN5O3.

Structure (XYZ):
```
60
Properties=species:S:1:pos:R:3:forces:R:3
C 0.2713 -0.3277 0.4475 -0.1 -0.1 -1.2
C -0.5453 0.2867 -0.2322 0.8 0.4 0.3
B -1.2069 1.4311 -1.1190 -1.0 -0.5 -0.4
O -1.9097 2.5427 -0.5526 2.7 0.1 -0.5
B -1.0586 3.6463 -0.8469 -0.2 0.9 1.1
F -1.0305 4.7326 0.0133 -0.1 -2.0 -1.6
O -0.2222 3.6201 -1.9713 -1.9 -0.6 0.2
B -0.7640 2.7445 -2.9929 -0.2 0.3 0.4
N -0.9933 3.1621 -4.3770 1.9 -1.4 0.7
C 0.0930 3.2592 -5.0684 -0.4 -0.3 -1.2
C -0.0059 2.9985 -6.6315 0.7 1.6 0.5
C 1.5137 3.6604 -4.5285 -0.4 0.8 -0.4
O -1.1175 1.4340 -2.5412 0.7 1.4 1.3
H 1.0977 -0.9690 0.8333 -1.4 1.0 -0.2
H 0.6395 3.8040 -7.1065 -0.8 -1.0 0.2
H -1.0545 3.1245 -7.0124 1.0 -0.4 0.6
H 0.4507 2.0113 -6.9234 -0.6 0.9 0.5
H 2.1276 2.8108 -4.1307 -0.6 0.7 -0.4
H 1.3875 4.4655 -3.7436 0.1 -1.2 -0.7
H 2.0551 4.1763 -5.3793 -0.4 -0.9 1.0
N 5.7369 4.1387 -0.9634 -0.1 0.0 -0.1
C 5.8858 3.3084 -2.0412 0.1 0.0 0.0
C 4.6348 2.9668 -2.4871 0.1 0.0 -0.1
C 3.6945 3.6209 -1.6491 -0.1 0.1 0.1
C 4.4045 4.3380 -0.7210 0.0 0.0 0.1
H 6.4899 4.5407 -0.4322 -0.1 0.0 -0.1
H 6.8662 3.0324 -2.3954 -0.1 0.0 0.0
H 4.4190 2.3197 -3.3234 0.1 0.0 0.0
H 2.6185 3.5717 -1.7190 0.1 0.0 0.0
H 4.0783 4.9701 0.0894 0.0 -0.1 -0.1
N -0.4229 -2.4561 -2.8717 -0.2 0.5 -0.5
C 0.0528 -3.2903 -1.9221 0.3 -0.3 0.7
C -0.1217 -4.5823 -2.3451 -0.1 -0.1 0.0
C -0.7373 -4.5153 -3.6242 0.0 0.2 -0.1
C -0.9094 -3.1830 -3.9233 0.0 -0.2 0.0
H -0.4139 -1.4509 -2.8062 0.0 -0.1 0.0
H 0.4843 -2.8929 -1.0166 0.0 -0.1 -0.1
H 0.1582 -5.4715 -1.8017 0.0 0.1 0.0
H -1.0207 -5.3453 -4.2525 0.0 0.1 0.0
H -1.3325 -2.6954 -4.7869 0.0 -0.1 0.1
N -1.6267 -3.1894 1.5578 0.0 0.0 0.1
C -1.0175 -4.0754 2.4055 0.1 0.0 -0.1
C -1.6261 -3.9759 3.6306 0.2 -0.1 0.0
C -2.6452 -2.9960 3.5159 -0.1 0.2 0.0
C -2.6226 -2.5313 2.2254 0.0 0.1 -0.1
H -1.3801 -3.0451 0.5917 -0.1 -0.1 0.1
H -0.2050 -4.6973 2.0644 -0.1 0.0 0.0
H -1.3690 -4.5445 4.5111 0.0 0.0 -0.1
H -3.3204 -2.6687 4.2922 0.0 -0.1 -0.1
H -3.2267 -1.7905 1.7264 0.0 0.0 0.1
N -2.2473 -1.8407 7.1391 0.0 0.0 0.0
C -1.6392 -2.7267 7.9867 0.1 0.0 0.0
C -2.2482 -2.6267 9.2115 0.1 -0.1 0.0
C -3.2670 -1.6467 9.0974 -0.1 0.1 -0.1
C -3.2440 -1.1822 7.8072 0.0 0.1 0.0
H -2.0004 -1.6967 6.1738 0.0 -0.1 0.1
H -0.8269 -3.3488 7.6459 0.0 0.0 0.0
H -1.9914 -3.1954 10.0917 0.0 0.0 -0.1
H -3.9416 -1.3194 9.8734 0.0 0.0 -0.1
H -3.8480 -0.4411 7.3082 0.0 0.0 0.1
```
Positions in Å, forces in eV/Å.

Values from the calculation:
- 2S+1: 1

---

How do the records compare in HOMO? In the order shown, they have -0.3444; -0.0544; -0.5716; -0.2983 Ha.
How do the records compare in LUMO? In the order shown, they have -2.515; 3.812; -5.130; -0.030 eV.